C25H14BrCl2N4O4Pd as an isolated structure, computed with ωB97M-V/def2-TZVPD.

Structure (XYZ):
```
51
Properties=species:S:1:pos:R:3:mulliken_charge:R:1
Pd 0.154 -0.562 0.055 0.88
Cl 4.966 -2.726 5.144 -0.13
C 3.671 -2.666 4.035 -0.09
C 3.156 -1.493 3.653 -0.73
C 2.029 -1.479 2.740 0.72
N 1.325 -0.473 2.428 -0.11
C 1.567 0.835 2.833 -0.01
O 1.650 1.219 3.967 -0.53
C 1.716 1.698 1.621 0.64
C 2.204 2.978 1.786 -0.69
C 2.469 3.744 0.662 -0.31
C 2.264 3.174 -0.580 -0.70
C 1.752 1.888 -0.662 -0.44
N 1.451 1.156 0.415 0.10
C 1.591 -2.752 2.067 0.41
C 2.120 -3.977 2.599 -1.01
C 3.107 -3.931 3.520 0.34
Cl 3.759 -5.390 4.100 -0.11
N 0.763 -2.576 1.082 0.05
C 0.070 -3.675 0.521 0.21
O 0.308 -4.838 0.712 -0.61
C -1.076 -3.255 -0.331 0.49
C -1.941 -4.225 -0.797 -0.59
C -3.027 -3.840 -1.567 -0.30
C -3.193 -2.497 -1.843 -0.92
C -2.273 -1.583 -1.353 0.05
N -1.231 -1.952 -0.605 -0.06
H 3.515 -0.562 4.066 0.58
H 2.375 3.337 2.791 0.50
H 2.843 4.754 0.757 0.46
H 2.480 3.711 -1.492 0.44
H 1.558 1.438 -1.621 0.52
H 1.782 -4.926 2.225 0.76
H -1.745 -5.255 -0.539 0.48
H -3.726 -4.576 -1.939 0.46
H -4.022 -2.139 -2.436 0.47
H -2.367 -0.536 -1.578 0.28
Br -3.716 5.310 -5.159 -0.16
C -2.994 4.141 -3.866 0.13
C -3.371 4.278 -2.537 -0.56
C -2.839 3.418 -1.593 -0.39
C -1.937 2.429 -1.972 0.38
C -1.569 2.305 -3.309 -0.15
C -2.097 3.160 -4.262 -0.78
C -1.389 1.523 -0.916 0.70
O -1.732 1.597 0.250 -0.67
O -0.524 0.638 -1.361 -0.76
H -4.073 5.048 -2.251 0.44
H -3.117 3.500 -0.551 0.48
H -0.870 1.534 -3.605 0.43
H -1.818 3.070 -5.303 0.44
```

- strongest force on any atom (eV Å⁻¹) = 0.598
- Kohn-Sham gap (hartree) = 0.20686
- E_HOMO (Ha) = -0.4110
- total charge = +1
- ΔE to the lowest compared entry with this formula, charge and spin (eV) = 0.321